1.
Computed, not measured: a structure of composition C27H16BrFMoN4O14 at a distorted geometry, with ωB97M-V with the def2-TZVPD basis set.

```
64
Properties=species:S:1:pos:R:3:forces:R:3:mulliken_charge:R:1
Mo -0.499692 -1.095828 0.731358 2.51 -0.56 0.44 0.45
O -0.852792 -5.240228 0.321258 -0.44 1.15 0.52 -0.54
C -1.021092 -3.972828 0.693258 1.51 -0.22 -1.11 0.59
O -0.213992 -3.062928 0.313258 -0.86 -2.30 0.09 0.04
C -2.094592 -3.518628 1.490058 -0.78 -0.05 0.59 0.12
C -3.103992 -4.256428 2.110258 0.68 0.62 -0.41 -0.75
C -4.064792 -3.595528 2.861458 -0.18 0.19 0.15 -0.80
C -4.008092 -2.214428 2.966358 0.63 -0.03 -0.51 -0.93
C -2.990792 -1.512728 2.307358 -0.10 -0.52 0.04 0.64
N -2.011192 -2.142528 1.566358 -0.66 -0.22 0.29 0.80
C -2.735292 -0.121528 2.256358 -0.24 0.81 0.38 0.80
O -3.415492 0.837772 2.888958 0.78 -0.52 -0.76 -0.46
O -1.737992 0.198872 1.544158 -1.86 0.91 1.17 0.22
H -0.096792 -5.312728 -0.283942 0.10 0.10 0.08 0.39
H -3.113092 -5.326028 1.996058 0.02 -0.20 -0.02 0.57
H -4.846492 -4.147728 3.356758 -0.05 -0.04 0.03 0.46
H -4.750092 -1.679928 3.537058 -0.10 0.07 0.10 0.33
H -4.160792 0.502272 3.405658 0.12 -0.11 -0.07 0.29
O 6.165308 -3.057228 -0.770442 0.86 -1.36 -1.04 -0.67
C 6.004708 -2.096728 -0.046042 -2.89 0.62 -0.04 0.26
O 6.663308 -1.352428 0.637358 1.40 0.84 0.94 -0.65
C 4.406108 -1.768728 0.036058 1.67 -0.37 -0.14 0.34
C 3.606908 -1.855828 -1.092042 -0.79 0.16 0.34 -0.92
C 2.234708 -1.719828 -0.939042 0.24 -0.08 -0.82 -0.89
N 1.677608 -1.530028 0.250958 -0.63 0.03 0.46 0.73
C 2.454508 -1.425728 1.326958 0.55 -0.02 0.93 0.75
C 3.837708 -1.531328 1.271358 -1.15 0.17 -0.01 -0.76
C 1.713408 -1.194628 2.633858 2.82 -0.20 -0.36 0.33
O 2.284508 -1.107228 3.689358 -0.67 0.06 -0.22 -0.64
O 0.431208 -1.136328 2.439858 -2.01 -0.37 0.42 -0.45
H 4.040308 -2.042428 -2.062942 0.03 -0.10 -0.02 0.49
H 1.562108 -1.780228 -1.787742 -0.05 0.04 0.02 0.62
H 4.428308 -1.433928 2.169358 0.08 0.04 0.01 0.60
F 0.771808 6.825472 -1.251142 -0.02 -0.04 0.20 -0.31
C 0.498208 6.130172 -0.135442 -0.03 -0.43 -0.48 0.17
C 0.207008 4.816872 -0.214542 0.14 1.16 -0.31 0.11
N -0.099292 4.084572 0.891458 0.03 -0.25 0.45 0.28
C -0.493092 2.701972 0.780958 0.01 -0.41 0.05 -0.94
C 0.612608 1.792272 0.239258 0.50 2.05 0.01 0.30
O 1.651408 2.203272 -0.214842 -0.60 -0.42 0.25 -0.59
O 0.300908 0.523672 0.276458 -0.20 -0.23 -0.33 -0.41
C -0.027392 4.632372 2.164158 0.00 -0.03 -0.33 0.41
O -0.223992 3.987172 3.166258 -0.12 -0.18 0.44 -0.64
N 0.258708 5.974972 2.191358 0.07 0.20 0.31 -0.06
C 0.533808 6.842472 1.132558 -0.05 -0.28 -0.02 0.23
O 0.759708 8.010672 1.322158 0.04 0.13 -0.10 -0.61
H 0.189308 4.312872 -1.167942 0.03 -0.09 -0.03 0.38
H -1.346492 2.580972 0.102158 0.08 0.06 0.18 0.33
H -0.780192 2.372272 1.786258 0.07 0.09 -0.38 0.32
H 0.306508 6.387472 3.116858 -0.02 -0.10 -0.15 0.25
Br -1.052892 2.650572 -3.306142 0.11 0.40 -0.41 -0.11
C -0.748692 0.923072 -3.994542 -0.01 -0.10 0.15 -0.08
C -0.256392 0.813672 -5.286742 -0.08 0.10 0.02 -0.62
C 0.015108 -0.432828 -5.817442 0.02 -0.06 0.05 -0.49
C -0.196992 -1.576728 -5.060742 -0.08 -0.03 -0.05 -0.78
C -0.690692 -1.467128 -3.776742 -0.02 0.12 0.05 -0.20
C -0.968692 -0.215328 -3.221842 0.06 0.00 -0.06 0.25
C -1.399992 -0.128328 -1.800542 -0.45 1.33 -0.51 1.05
O -1.912792 0.850672 -1.290742 -0.19 -0.48 -0.36 -0.57
O -1.156492 -1.201628 -1.103442 0.03 -1.02 0.00 -0.63
H -0.090492 1.706672 -5.868542 0.04 0.08 -0.02 0.45
H 0.400408 -0.512228 -6.823242 0.03 0.01 -0.06 0.40
H 0.022008 -2.547528 -5.476142 0.00 -0.11 -0.04 0.41
H -0.876592 -2.348728 -3.178042 0.07 0.01 -0.01 0.37
```
Forces are in eV/Å.

Kohn-Sham gap (spin up / spin down): 3.7 / 3.6 eV
Electronic energy: -137501.0416 eV
Highest occupied orbital energy (spin up / spin down): -7.32 / -7.32 eV

---

2.
Computed, not measured: a structure of composition C27H17BrClF5N3O2S3Tm at a distorted geometry, with ωB97M-V with the def2-TZVPD basis set.

```
60
Properties=species:S:1:pos:R:3:forces:R:3:lowdin_spin:R:1
Tm -0.016184 0.525588 0.155217 0.34 -1.93 -2.45 2.01
Br 4.022889 -1.124682 0.059661 0.06 -0.03 0.07 0.00
C 3.427389 -0.200893 1.598118 -0.13 0.05 -0.29 0.00
C 4.162100 -0.274277 2.765659 0.01 0.02 0.06 0.00
C 3.707962 0.445836 3.860735 0.01 -0.03 -0.04 0.00
C 2.571567 1.227600 3.741763 -0.03 0.09 0.01 0.00
C 1.911334 1.224107 2.528643 0.00 -0.03 0.05 0.00
N 2.312564 0.503554 1.472022 -0.15 0.26 0.19 0.00
C 0.645556 1.997341 2.200766 0.87 0.94 1.14 0.00
O 0.717662 3.195219 2.005519 -0.11 -0.10 0.10 0.00
O -0.371901 1.226742 2.036791 -0.41 0.56 1.24 0.00
H 5.055753 -0.877348 2.815085 -0.01 -0.02 -0.03 0.00
H 4.246876 0.396779 4.797705 0.00 0.01 0.00 0.00
H 2.197849 1.822903 4.562716 0.00 0.00 -0.01 0.00
C 3.068192 2.673685 -0.667595 0.10 -0.06 0.04 0.00
C 2.733802 1.606984 -1.652061 0.15 0.07 -0.28 0.00
N 1.709768 0.803838 -1.585618 -0.18 -0.08 0.02 0.00
C 1.622650 -0.025628 -2.686037 0.31 0.11 -0.09 0.00
C 2.634071 0.132307 -3.579605 0.08 0.01 0.00 0.00
S 3.700022 1.360691 -3.057195 -0.26 0.01 0.21 0.00
C 0.485786 -0.929705 -2.827997 -0.22 -0.16 -0.17 0.00
C 0.266073 -1.759958 -3.880625 -0.03 -0.06 0.02 0.00
S -1.197923 -2.608264 -3.663722 0.06 0.17 0.26 0.00
C -1.435779 -1.816604 -2.151156 -0.03 -0.19 -0.24 0.00
N -0.498321 -0.961576 -1.858640 0.19 0.15 0.19 0.00
C -2.588112 -2.187694 -1.288436 -0.09 -0.04 -0.03 0.00
H 2.203975 2.920381 -0.054221 -0.02 0.03 0.01 0.00
H 3.398206 3.574268 -1.184703 -0.03 0.00 0.00 0.00
H 3.882503 2.345963 -0.018189 -0.04 0.00 0.04 0.00
H 2.802510 -0.386309 -4.508583 -0.06 -0.02 0.02 0.00
H 0.878661 -1.917575 -4.752619 0.00 0.06 0.02 0.00
H -3.418991 -2.538160 -1.900100 -0.02 0.02 0.02 0.00
H -2.917437 -1.334839 -0.705410 -0.04 0.02 -0.02 0.00
H -2.297552 -2.990406 -0.606544 0.08 0.05 0.01 0.00
Cl -5.005295 -0.309501 -4.275781 -0.03 -0.04 -0.03 0.00
C -3.809747 0.545883 -3.340643 -0.02 0.02 0.12 0.00
C -2.619640 0.938229 -3.935341 0.07 -0.01 -0.03 0.00
C -1.662627 1.595747 -3.185915 -0.01 -0.09 0.03 0.00
C -1.845303 1.863864 -1.816205 -0.27 0.28 -0.05 0.00
C -0.810875 2.482989 -0.988873 -0.11 0.12 0.00 0.00
C -3.077965 1.468924 -1.256538 0.25 -0.02 0.00 0.00
C -4.050270 0.829583 -2.006628 -0.05 -0.13 -0.07 0.00
H -2.450520 0.729899 -4.984384 -0.01 0.01 0.00 0.00
H -0.735918 1.898867 -3.661959 -0.01 0.04 0.00 0.00
H -1.245737 3.126789 -0.220922 0.04 -0.01 0.04 0.00
H -0.099256 3.055799 -1.585031 0.06 -0.02 0.04 0.00
H -3.266928 1.686450 -0.209156 -0.06 0.04 -0.02 0.00
H -4.991059 0.538803 -1.556243 0.00 0.00 -0.01 0.00
F -2.824622 -2.282578 5.628843 -0.07 0.01 0.06 0.00
C -2.029235 -2.245796 4.560279 0.15 -0.02 -0.09 0.00
C -2.369642 -1.493320 3.450614 -0.08 0.02 0.00 0.00
F -3.503874 -0.791310 3.433357 -0.04 0.01 0.00 0.00
C -1.520424 -1.486537 2.367591 0.31 -0.27 0.14 0.00
F -1.878993 -0.750321 1.277592 -0.30 0.25 -0.16 0.00
C -0.314188 -2.178207 2.305790 -0.35 0.04 0.42 0.00
S 0.696975 -2.107753 0.909519 0.18 -0.19 -0.39 0.00
C -0.003507 -2.920894 3.449964 -0.11 0.20 -0.21 0.00
F 1.136970 -3.610093 3.498079 0.07 -0.08 0.06 0.00
C -0.839145 -2.957757 4.549705 -0.05 0.02 0.02 0.00
F -0.502715 -3.677607 5.620922 0.02 -0.04 0.07 0.00
```
Forces are in eV/Å.

Kohn-Sham gap (spin up / spin down): 6.8 / 6.8 eV
Spin multiplicity: 3
Electronic energy: -195031.1548 eV
Highest occupied orbital energy (spin up / spin down): -7.05 / -7.06 eV